Molecular formula: C3H7NOS2
Method: DFT, ωB97M-V/def2-TZVPD

E_HOMO: -0.34127 hartree
net charge: 0
structure (SMILES): N[C@H](CS)C(=O)S
energy relative to the best compared isomer or geometry (same formula, charge and spin): 268.8 kJ/mol
gap between HOMO and LUMO: 9.67 eV

Geometry as XYZ:
```
14
Properties=species:S:1:pos:R:3:forces:R:3
N -1.719555 0.063621 -0.898607 -1.9 1.6 5.1
C -0.348432 -0.051300 -0.423589 -0.3 3.0 1.0
C -0.261648 -0.279152 1.084092 0.9 0.1 2.1
S 1.273652 -1.245620 1.757739 -1.2 -1.2 -1.6
C 0.581684 1.156535 -0.911150 -2.0 0.1 -2.0
O 0.079307 2.045114 -1.605326 1.3 -1.4 1.6
S 2.316899 0.891111 -0.851421 0.3 -0.8 2.3
H -1.782403 0.339592 -1.854824 -0.1 0.8 -0.3
H -2.348656 0.783069 -0.091271 2.5 -2.6 -3.9
H 0.078146 -0.902104 -0.804295 1.1 -2.1 -1.5
H -0.999722 -1.014069 1.404746 -0.5 0.7 -0.1
H -0.238513 0.658241 1.776995 -0.4 -1.6 -1.4
H 1.059418 -2.479026 0.998908 0.3 2.1 1.2
H 2.309824 0.033988 0.418002 -0.1 1.3 -2.4
```
Positions in Å, forces in eV/Å.

Here are the Löwdin charges for atoms 1 to 4, given in e: number 1, N, carries 0.015; number 2, C, carries -0.491; number 3, C, carries -0.448; number 4, S, carries 0.633